{"formula": "C18H36BBr14N2O8", "method": "ωB97M-V/def2-TZVPD", "e_homo_ev": [-13.25, -13.25], "fmax_ha_per_bohr": 0.100, "homo_lumo_gap_ev": [7.61, 2.86], "multiplicity": 2, "e_lumo_ev": [-5.6322, -10.3817], "total_charge": 2, "species": ["Br", "Br", "Br", "Br", "Br", "Br", "Br", "Br", "Br", "Br", "Br", "Br", "Br", "Br", "O", "O", "O", "O", "O", "O", "O", "O", "N", "N", "C", "C", "C", "C", "C", "C", "C", "C", "C", "C", "C", "C", "C", "C", "C", "C", "C", "C", "B", "H", "H", "H", "H", "H", "H", "H", "H", "H", "H", "H", "H", "H", "H", "H", "H", "H", "H", "H", "H", "H", "H", "H", "H", "H", "H", "H", "H", "H", "H", "H", "H", "H", "H", "H", "H"], "xyz": [[4.089, -1.392, -4.083], [3.782, 2.125, 4.546], [-0.327, 0.429, -4.285], [-0.511, 8.897, -1.260], [3.191, 1.353, 0.273], [2.326, -7.612, 1.341], [3.886, -0.327, 6.918], [-2.756, -2.993, 3.843], [5.037, -2.714, -0.736], [-2.257, 5.307, 1.214], [-4.188, -2.200, -0.916], [-0.853, -3.567, -3.967], [3.845, -3.519, 2.927], [-3.634, 1.621, 2.722], [-0.128, 0.259, 1.408], [1.510, -2.571, 0.353], [0.174, 1.615, -0.540], [-1.773, 0.352, -0.394], [0.501, -0.831, -0.596], [-0.776, 3.474, -1.657], [-3.291, 1.823, -1.303], [0.938, -1.070, 2.852], [-5.987, 1.172, -0.934], [-2.899, 3.140, -4.104], [0.602, -0.790, 1.720], [-2.743, -0.956, 3.806], [0.912, -1.546, 0.403], [3.496, -5.141, 1.762], [-0.809, 2.314, -1.122], [-1.455, 7.185, -0.892], [-2.120, 1.486, -1.005], [3.294, -0.620, 5.052], [-1.471, 7.015, 0.661], [-2.823, -3.235, -1.911], [3.111, -6.407, 2.636], [4.510, -1.145, 0.303], [-3.590, -0.399, 2.713], [1.708, 0.259, -4.495], [4.216, 0.245, 4.210], [-2.095, -2.406, -2.967], [3.905, -0.128, -0.698], [2.126, -1.105, -3.972], [-0.272, 0.345, -0.039], [-6.496, 1.714, -0.251], [-1.542, -1.557, -2.563], [3.119, -0.512, -1.348], [-6.409, 1.194, -1.851], [1.621, -1.970, -4.401], [2.124, 1.157, -4.039], [-0.451, 6.993, 1.045], [-3.043, -0.531, 4.764], [-2.181, -3.708, -1.167], [4.705, 0.277, -1.319], [2.348, -6.236, 3.395], [-1.702, -0.653, 3.687], [-2.423, 7.193, -1.392], [1.899, -1.146, -2.907], [-3.670, 2.611, -3.721], [3.842, -1.439, 1.113], [-3.232, 3.947, -4.611], [2.215, -0.469, 5.063], [-3.239, -0.712, 1.729], [-1.994, 7.843, 1.138], [4.041, -6.795, 3.053], [-2.444, 2.543, -4.779], [5.276, 0.022, 4.333], [-3.192, -4.047, -2.538], [-2.214, 3.376, -3.400], [-0.848, 6.418, -1.372], [3.957, -0.001, 3.180], [2.675, -4.919, 1.081], [1.895, 0.251, -5.569], [3.490, -1.659, 4.790], [5.406, -0.674, 0.706], [-4.639, -0.686, 2.640], [-5.795, 0.227, -0.633], [4.384, -5.373, 1.174], [-2.797, -2.012, -3.702], [-5.083, 1.586, -1.112]], "lowdin_spin": [0.000, 0.356, 0.000, 0.000, 0.005, 0.000, 0.599, 0.000, 0.000, 0.000, 0.000, 0.000, 0.004, 0.000, 0.000, 0.000, 0.000, 0.000, 0.000, 0.000, 0.000, 0.000, 0.000, 0.000, 0.000, 0.000, 0.000, 0.001, 0.000, 0.000, 0.000, 0.018, 0.000, 0.000, 0.000, 0.000, 0.000, 0.000, 0.001, 0.000, 0.001, 0.000, 0.000, 0.000, 0.000, 0.000, 0.000, 0.000, 0.000, 0.000, 0.000, 0.000, 0.000, 0.000, 0.000, 0.000, 0.000, 0.000, 0.000, 0.000, 0.001, 0.000, 0.000, 0.000, 0.000, -0.001, 0.000, 0.000, 0.000, 0.004, 0.000, 0.000, 0.011, 0.000, 0.000, 0.000, 0.000, 0.000, 0.000]}



{"formula": "C18H36BeNO21", "method": "ωB97M-V/def2-TZVPD", "e_homo_ev": -12.44, "e_above_lowest_kcal_mol": 0.00, "fmax_ha_per_bohr": 0.100, "homo_lumo_gap_ev": 6.03, "multiplicity": 1, "e_lumo_ev": -6.4071, "total_charge": 1, "species": ["O", "O", "O", "O", "O", "O", "O", "O", "O", "O", "O", "O", "O", "O", "O", "O", "O", "O", "O", "O", "O", "N", "C", "C", "C", "C", "C", "C", "C", "C", "C", "C", "C", "C", "C", "C", "C", "C", "C", "C", "Be", "H", "H", "H", "H", "H", "H", "H", "H", "H", "H", "H", "H", "H", "H", "H", "H", "H", "H", "H", "H", "H", "H", "H", "H", "H", "H", "H", "H", "H", "H", "H", "H", "H", "H", "H", "H"], "xyz": [[-1.993, -28.668, -18.259], [-6.412, -29.439, -20.765], [-4.719, -31.014, -22.001], [-7.034, -30.570, -23.812], [-6.061, -29.081, -25.177], [-8.823, -31.436, -19.831], [-9.811, -26.191, -18.011], [-2.369, -27.835, -16.197], [-11.171, -26.687, -19.740], [-3.515, -24.693, -20.057], [-7.149, -27.465, -21.436], [-4.052, -28.384, -17.400], [-9.933, -33.138, -18.790], [-1.685, -24.516, -21.261], [-10.911, -31.273, -19.114], [-3.321, -32.563, -22.856], [-11.896, -25.968, -17.726], [-2.474, -30.768, -22.119], [-8.364, -29.234, -21.582], [-7.655, -30.239, -25.933], [-1.834, -23.406, -19.349], [-7.291, -28.657, -21.309], [-8.813, -34.023, -18.933], [-8.624, -26.387, -18.769], [-11.040, -29.970, -19.676], [-2.517, -29.620, -21.261], [-2.325, -24.134, -20.141], [-4.418, -33.420, -23.131], [-9.824, -31.948, -19.322], [-1.001, -27.527, -15.974], [-6.930, -29.998, -24.873], [-4.711, -28.475, -18.646], [-0.325, -24.129, -21.393], [-5.124, -28.623, -24.217], [-4.122, -25.364, -21.148], [-8.399, -31.452, -26.039], [-3.604, -31.373, -22.342], [-2.723, -28.301, -17.376], [-10.978, -26.265, -18.636], [-13.264, -25.954, -18.111], [-7.190, -31.281, -21.436], [-4.507, -27.656, -19.341], [0.295, -24.669, -20.680], [-7.836, -32.359, -25.832], [-0.332, -27.532, -16.833], [-5.510, -28.316, -23.244], [-5.074, -25.774, -20.811], [-7.860, -33.496, -18.913], [-5.777, -28.422, -18.442], [-4.456, -29.459, -23.992], [-8.798, -31.441, -27.048], [-11.412, -30.005, -20.698], [-4.505, -29.407, -19.158], [-0.930, -26.535, -15.535], [-8.877, -34.743, -18.127], [-0.200, -23.054, -21.282], [-13.895, -26.112, -17.240], [-4.513, -34.118, -22.300], [-13.516, -26.753, -18.808], [-0.580, -28.261, -15.288], [-11.733, -29.353, -19.111], [-4.496, -24.618, -21.854], [-8.829, -34.501, -19.914], [-1.655, -29.021, -21.543], [-13.475, -24.971, -18.527], [-3.516, -26.137, -21.610], [-8.652, -25.870, -19.726], [-3.467, -29.103, -21.312], [-4.520, -27.818, -24.618], [-9.254, -31.389, -25.363], [-8.468, -27.452, -18.950], [-4.200, -33.994, -24.032], [-0.002, -24.389, -22.398], [-2.302, -29.875, -20.224], [-7.802, -25.997, -18.177], [-5.374, -32.965, -23.397], [-10.122, -29.384, -19.651]], "mulliken_charge": [-0.602, -0.187, -0.209, -0.356, -0.355, -0.479, -0.367, -0.345, -0.554, -0.311, -0.588, -0.431, -0.335, -0.317, -0.332, -0.384, -0.361, -0.355, -0.586, -0.349, -0.553, 1.214, -0.610, -0.453, -0.146, -0.364, 0.708, -0.538, 0.845, -0.704, 0.665, -0.192, -0.655, -0.242, -0.471, -0.657, 0.629, 0.755, 0.832, -0.667, 1.062, 0.172, 0.288, 0.287, 0.330, -0.024, 0.053, 0.225, 0.191, 0.139, 0.245, 0.334, 0.165, 0.288, 0.258, 0.301, 0.251, 0.306, 0.306, 0.272, 0.182, 0.485, 0.297, 0.319, 0.296, 0.207, 0.376, -0.018, 0.387, 0.289, -0.002, 0.296, 0.235, 0.340, 0.315, 0.066, -0.108]}



{"formula": "C18H36ClCoIO16", "method": "ωB97M-V/def2-TZVPD", "e_homo_ev": [-7.51, -7.49], "fmax_ha_per_bohr": 0.115, "homo_lumo_gap_ev": [7.87, 7.85], "multiplicity": 4, "e_lumo_ev": [0.3610, 0.3608], "species": ["I", "Co", "Cl", "O", "O", "O", "O", "O", "O", "O", "O", "O", "O", "O", "O", "O", "O", "O", "O", "C", "C", "C", "C", "C", "C", "C", "C", "C", "C", "C", "C", "C", "C", "C", "C", "C", "C", "H", "H", "H", "H", "H", "H", "H", "H", "H", "H", "H", "H", "H", "H", "H", "H", "H", "H", "H", "H", "H", "H", "H", "H", "H", "H", "H", "H", "H", "H", "H", "H", "H", "H", "H", "H"], "xyz": [[0.383, -1.232, 3.339], [0.764, -0.938, 0.592], [1.610, 1.320, 0.271], [0.630, -5.250, -0.312], [1.829, -2.311, -3.341], [-0.849, 4.551, 3.923], [-1.395, -4.847, 0.646], [2.635, -1.934, 0.509], [4.301, -1.927, -0.989], [-2.438, 3.693, -2.044], [-4.219, 4.652, -1.313], [0.061, -3.058, 0.299], [4.866, -2.200, 1.173], [-2.426, 4.458, 0.125], [-3.053, -0.127, -1.293], [-1.281, -0.596, 0.117], [-2.768, 1.140, 0.508], [1.281, -0.225, -3.565], [0.848, -1.238, -1.575], [0.317, -6.625, -0.512], [3.861, -1.994, 0.254], [4.586, -2.265, 2.615], [5.657, -1.672, -1.323], [-2.534, -4.147, 1.164], [-5.130, 5.128, -0.287], [-4.354, 0.460, -1.473], [0.582, 4.602, 2.011], [1.312, -1.249, -2.694], [-0.212, -4.311, 0.246], [-1.059, 3.326, -1.935], [-2.343, 0.060, -0.130], [0.674, 0.970, -3.195], [0.227, 4.316, 3.441], [-3.018, 4.260, -0.961], [1.833, -3.582, -2.721], [-2.023, 1.673, 1.599], [1.200, 3.404, 4.201], [4.910, -1.334, 3.081], [-0.343, 0.775, -2.855], [-2.500, 2.595, 1.931], [2.516, -3.852, -1.916], [5.132, -3.145, 2.955], [6.043, -0.810, -0.779], [-5.023, 0.292, -0.630], [0.613, 1.747, -3.957], [6.314, -2.495, -1.038], [-4.890, 0.062, -2.334], [-2.925, -4.729, 1.999], [-3.244, -4.189, 0.339], [1.240, -7.146, -0.766], [2.131, -4.241, -3.536], [0.850, -4.033, -2.584], [2.232, 3.750, 4.144], [-0.395, -6.645, -1.337], [-6.083, 5.465, -0.695], [1.262, 1.332, -2.351], [3.542, -2.498, 2.823], [0.410, 5.669, 1.868], [-0.987, 2.312, -1.540], [-0.007, -6.968, 0.471], [5.744, -1.449, -2.386], [-0.013, 4.095, 1.252], [-0.578, 3.275, -2.911], [-5.335, 4.338, 0.435], [-0.461, 4.022, -1.347], [-1.937, 0.930, 2.391], [1.148, 2.392, 3.798], [-4.639, 5.994, 0.156], [-1.018, 1.984, 1.316], [-2.254, -3.104, 1.316], [1.614, 4.314, 1.813], [-4.285, 1.518, -1.729], [0.859, 3.492, 5.233]], "lowdin_spin": [0.075, 2.772, 0.065, 0.000, 0.001, 0.000, 0.001, 0.012, 0.001, 0.000, 0.000, 0.018, 0.002, 0.000, 0.001, 0.014, 0.000, 0.001, 0.019, 0.000, 0.005, 0.000, 0.000, 0.000, 0.000, 0.000, 0.000, 0.003, 0.003, 0.000, 0.003, 0.000, 0.000, 0.000, 0.000, 0.000, 0.000, 0.000, 0.000, 0.000, 0.000, 0.000, 0.000, 0.000, 0.000, 0.000, 0.000, 0.000, 0.000, 0.000, 0.000, 0.000, 0.000, 0.000, 0.000, 0.001, 0.000, 0.000, 0.000, 0.000, 0.000, 0.000, 0.000, 0.000, 0.000, 0.000, 0.000, 0.000, 0.000, 0.000, 0.000, 0.000, 0.000]}